8
Properties=species:S:1:pos:R:3:lowdin_charge:R:1 method="wB97M-V/def2-TZVPD" multiplicity=1 largest_force_ev_per_a=2.1 e_tot_ha=-1896.34298 de_lowest_kj_mol=8.63 gap_ev=8.13
O 0.522 1.359 -1.041 -0.10
O -1.813 -0.343 -0.007 -0.71
O 3.066 1.925 -0.160 -0.33
Si 1.782 1.127 -0.103 0.01
Cl -3.510 -2.584 0.590 0.18
Cl -1.562 -1.795 0.364 0.58
Cl 1.730 -0.554 1.032 0.39
H -0.216 0.865 -0.674 0.00

8
Properties=species:S:1:pos:R:3:lowdin_charge:R:1 method="wB97M-V/def2-TZVPD" multiplicity=1 largest_force_ev_per_a=2.5 e_tot_ha=-2421.07642 de_lowest_kj_mol=150.87 gap_ev=8.11
Si 2.681 -0.838 -0.924 0.25
Si -1.756 -0.405 0.355 -0.72
Cl -1.265 -2.418 0.347 0.20
Cl 4.503 -0.335 0.019 -0.03
Cl -0.059 0.636 0.426 0.25
Cl -3.025 0.123 -1.111 0.31
H 2.934 0.169 -2.113 -0.20
H -2.228 -0.328 1.773 -0.05

8
Properties=species:S:1:pos:R:3:lowdin_charge:R:1 method="wB97M-V/def2-TZVPD" multiplicity=1 largest_force_ev_per_a=2.0 e_tot_ha=-2421.08098 de_lowest_kj_mol=138.90 gap_ev=8.04
Si -0.203 -1.967 2.366 0.28
Si 0.591 1.243 -1.584 -0.75
Cl -1.004 0.450 -0.576 0.21
Cl -2.229 -1.449 2.314 0.00
Cl 0.765 0.708 -3.500 0.29
Cl 0.470 3.258 -1.445 0.26
H -0.301 -3.038 3.350 -0.25
H 1.911 0.794 -0.924 -0.04

7
Properties=species:S:1:pos:R:3:lowdin_charge:R:1 method="wB97M-V/def2-TZVPD" multiplicity=1 largest_force_ev_per_a=2.8 e_tot_ha=-2311.96513 de_lowest_kj_mol=386.32 gap_ev=8.37
N -0.890 0.584 -0.142 -1.10
O 1.710 0.949 0.472 -0.73
P -1.217 -0.911 -0.991 0.12
Cl 0.589 0.256 1.174 0.78
Cl -0.433 1.988 -0.823 0.64
Cl 0.660 -1.798 -1.193 0.11
Cl -1.740 -2.074 0.581 0.16

5
Properties=species:S:1:pos:R:3:lowdin_charge:R:1 method="wB97M-V/def2-TZVPD" total_charge=-3 multiplicity=1 largest_force_ev_per_a=0.5 e_tot_ha=-2003.14639 de_lowest_kj_mol=0.00 gap_ev=5.08
Na 4.489 3.460 4.709 -0.27
Cl 4.751 5.947 5.708 -0.64
Cl 6.684 2.034 5.306 -0.64
Cl 3.459 3.011 1.928 -0.74
Cl 2.228 1.982 5.785 -0.72

6
Properties=species:S:1:pos:R:3:lowdin_charge:R:1 method="wB97M-V/def2-TZVPD" total_charge=-2 multiplicity=1 largest_force_ev_per_a=1.3 e_tot_ha=-2165.61759 de_lowest_kj_mol=0.00 gap_ev=4.30
Na -0.327 -0.384 -0.136 -0.31
Na 1.933 1.357 -1.007 0.37
Cl 1.393 -1.005 -2.175 -0.35
Cl -3.064 -0.708 0.103 -0.63
Cl -0.205 2.295 1.118 -0.51
Cl 0.270 -1.554 2.098 -0.56

8
Properties=species:S:1:pos:R:3:lowdin_charge:R:1 method="wB97M-V/def2-TZVPD" multiplicity=1 largest_force_ev_per_a=2.1 e_tot_ha=-3038.55953 de_lowest_kj_mol=3.82 gap_ev=8.67 smiles="ClP(Cl)N=P(Cl)(Cl)Cl"
Cl 2.523 -1.626 -0.096 0.02
P 1.714 0.183 0.759 0.10
Cl 1.735 1.396 -0.856 0.12
N 0.131 -0.154 0.790 -0.68
P -1.086 0.011 -0.168 -0.44
Cl -2.527 -1.042 0.689 0.35
Cl -1.863 1.798 -0.404 0.33
Cl -0.857 -0.584 -2.215 0.20

6
Properties=species:S:1:pos:R:3:lowdin_charge:R:1 method="wB97M-V/def2-TZVPD" total_charge=-2 multiplicity=1 largest_force_ev_per_a=1.4 e_tot_ha=-2339.67893 de_lowest_kj_mol=0.00 gap_ev=8.70
Y -0.131 -0.049 -0.235 0.38
Cl -2.155 -0.672 1.397 -0.44
Cl 1.328 0.473 1.887 -0.39
Cl -1.170 2.616 -0.259 -0.53
Cl 0.231 -2.904 -0.831 -0.56
Cl 1.897 0.535 -1.959 -0.47

3
Properties=species:S:1:pos:R:3:lowdin_charge:R:1 method="wB97M-V/def2-TZVPD" total_charge=+3 multiplicity=9 largest_force_ev_per_a=2.2 e_tot_ha=-2547.68186 de_lowest_kj_mol=53.65 gap_ev="7.74 / 9.88" s2=20.047
Cr -1.832 0.511 0.981 1.44
Cr 2.091 -0.423 -0.015 1.43
Cl -0.259 -0.088 -0.966 0.14

10
Properties=species:S:1:pos:R:3:lowdin_charge:R:1 method="wB97M-V/def2-TZVPD" total_charge=+3 multiplicity=1 largest_force_ev_per_a=6.0 e_tot_ha=-5973.41197 gap_ev=2.07
Cu -0.922 0.801 -5.385 0.99
Cu -3.938 -3.999 -1.546 0.99
Cu 5.611 2.495 -2.763 1.00
Pb -4.864 2.216 3.479 1.43
F -1.432 0.273 6.040 -0.48
Cl 1.114 -0.364 -0.028 0.56
O 1.344 0.570 -1.145 -0.43
O 0.558 -1.609 -0.331 -0.37
O 2.175 -0.779 0.854 -0.34
O 0.354 0.396 0.827 -0.36

17
Properties=species:S:1:pos:R:3:lowdin_charge:R:1 method="wB97M-V/def2-TZVPD" multiplicity=1 largest_force_ev_per_a=1.4 e_tot_ha=-2482.87178 de_lowest_kj_mol=7.51 gap_ev=7.69
Cu -0.045 -0.427 0.309 0.14
Cl 0.531 -1.900 2.395 -0.39
O -0.140 -2.281 -1.206 -0.06
H -0.259 -2.499 -2.136 0.06
H -0.158 -3.124 -0.735 0.06
O 1.034 1.986 1.409 -0.06
H 0.849 1.645 2.297 0.07
H 0.936 2.945 1.482 0.07
O 2.013 0.249 -0.685 -0.05
H 2.374 -0.442 -1.251 0.06
H 2.774 0.660 -0.261 0.06
O -0.644 1.703 -0.751 -0.06
H -0.989 2.529 -1.102 0.05
H 0.043 1.944 -0.106 -0.01
O -2.425 -1.038 0.286 -0.06
H -3.280 -1.330 0.618 0.06
H -2.615 -0.620 -0.563 0.05

5
Properties=species:S:1:pos:R:3:lowdin_charge:R:1 method="wB97M-V/def2-TZVPD" multiplicity=1 largest_force_ev_per_a=3.2 e_tot_ha=-850.66824 de_lowest_kj_mol=476.38 gap_ev="6.42 / 5.73"
F 1.192 1.231 -0.305 -0.23
Si 0.612 -0.199 0.087 0.89
Cl -3.089 0.080 -0.242 -0.56
H 0.343 -1.133 -0.959 -0.06
H 0.941 0.021 1.419 -0.05

5
Properties=species:S:1:pos:R:3:lowdin_charge:R:1 method="wB97M-V/def2-TZVPD" multiplicity=1 largest_force_ev_per_a=2.2 e_tot_ha=-977.27982 de_lowest_kj_mol=119.45 gap_ev=9.94 smiles="O=PCl.F"
O 1.066 -0.722 0.176 -0.58
P 2.014 0.317 0.501 0.43
Cl 3.608 -0.454 -0.432 0.17
F -1.528 0.656 -0.096 -0.12
H -1.510 -0.217 -0.478 0.10

5
Properties=species:S:1:pos:R:3:lowdin_charge:R:1 method="wB97M-V/def2-TZVPD" total_charge=-2 multiplicity=1 largest_force_ev_per_a=1.3 e_tot_ha=-2934.98581 de_lowest_kj_mol=8.18 gap_ev=6.64
Zn 43.749 15.109 -1.468 -0.04
I 42.589 12.938 -0.465 -0.29
I 44.476 13.994 -4.088 -0.48
F 44.673 16.088 -0.024 -0.68
Cl 42.741 17.145 -2.690 -0.52

5
Properties=species:S:1:pos:R:3:lowdin_charge:R:1 method="wB97M-V/def2-TZVPD" total_charge=-1 multiplicity=1 largest_force_ev_per_a=1.5 e_tot_ha=-1051.99034 de_lowest_kj_mol=355.73 gap_ev="7.62 / 7.62"
O 0.175 0.882 -1.365 -0.37
O -0.363 1.339 1.144 -0.37
F 1.951 -1.670 0.291 -0.77
P -0.176 0.453 -0.009 0.21
Cl -1.587 -1.004 -0.061 0.30

4
Properties=species:S:1:pos:R:3:lowdin_charge:R:1 method="wB97M-V/def2-TZVPD" multiplicity=1 largest_force_ev_per_a=3.4 e_tot_ha=-1033.29573 de_lowest_kj_mol=462.51 gap_ev=6.39 smiles="FCl.O=S"
F -2.633 0.012 -0.473 -0.54
Cl -1.074 0.018 0.389 0.54
O 1.858 1.004 -0.107 -0.68
S 1.693 -0.528 -0.093 0.68

17
Properties=species:S:1:pos:R:3:lowdin_charge:R:1 method="wB97M-V/def2-TZVPD" total_charge=+2 multiplicity=6 largest_force_ev_per_a=3.3 e_tot_ha=-2105.14493 de_lowest_kj_mol=0.00 gap_ev="5.42 / 3.27" s2=8.762
Fe -30.096 6.797 10.344 1.38
Cl -30.950 4.360 10.480 0.19
O -32.453 2.111 12.592 0.12
H -31.766 1.576 12.992 0.08
H -31.979 2.757 12.068 -0.04
O -34.028 3.847 9.445 0.22
H -33.134 4.077 9.696 -0.04
H -34.415 3.484 10.241 0.11
O -29.728 4.244 13.878 -0.04
H -29.720 3.348 14.214 0.05
H -29.891 4.148 12.940 -0.07
O -29.642 1.339 11.242 -0.02
H -30.043 2.104 10.828 -0.07
H -28.817 1.664 11.601 0.06
O -30.998 3.031 7.707 0.09
H -30.849 3.355 8.595 -0.10
H -30.936 2.079 7.785 0.09

17
Properties=species:S:1:pos:R:3:lowdin_charge:R:1 method="wB97M-V/def2-TZVPD" multiplicity=1 largest_force_ev_per_a=7.2 e_tot_ha=-849.73703 de_lowest_kj_mol=707.58 gap_ev=9.05
Li -3.197 15.160 -3.308 0.65
Cl -4.072 15.704 -1.963 0.65
O -1.965 15.616 -0.362 -0.10
H -1.929 16.568 -0.276 0.03
H -2.624 15.460 -1.038 -0.15
O -5.381 13.653 -2.092 -0.14
H -5.149 14.568 -1.936 -0.24
H -6.311 13.600 -1.871 0.06
O -5.536 14.440 0.107 -0.08
H -6.193 15.132 0.188 0.05
H -5.208 14.524 -0.788 -0.10
O -4.130 16.465 0.546 -0.13
H -5.055 16.282 0.709 0.01
H -3.948 16.055 -0.299 -0.16
O -2.999 17.791 -2.825 -0.13
H -3.525 17.065 -2.490 -0.26
H -2.577 18.159 -2.048 0.03

23
Properties=species:S:1:pos:R:3:lowdin_charge:R:1 method="wB97M-V/def2-TZVPD" total_charge=-1 multiplicity=1 largest_force_ev_per_a=0.6 e_tot_ha=-1219.63607 de_lowest_kj_mol=15.96 gap_ev=9.94
Cl 17.913 -15.129 -2.246 0.68
O 19.093 -15.709 -2.850 -0.35
O 16.722 -15.760 -2.794 -0.37
O 17.932 -15.331 -0.819 -0.33
O 17.884 -13.708 -2.546 -0.36
O 18.485 -13.211 -5.673 -0.08
H 18.621 -14.095 -5.303 0.00
H 17.930 -12.776 -5.019 0.02
O 17.732 -16.242 -5.794 -0.07
H 17.104 -16.515 -6.466 0.02
H 17.223 -16.270 -4.970 -0.01
O 19.443 -12.245 -0.404 -0.09
H 19.991 -13.002 -0.160 0.00
H 18.958 -12.585 -1.170 -0.01
O 14.581 -17.692 -1.696 -0.07
H 15.401 -17.239 -1.455 0.02
H 13.982 -16.974 -1.916 0.02
O 15.185 -17.591 -4.839 -0.05
H 14.740 -16.937 -4.291 0.02
H 14.631 -17.706 -5.617 0.03
O 21.322 -14.533 -1.298 -0.07
H 21.937 -14.135 -1.920 0.04
H 20.646 -14.944 -1.863 0.00

19
Properties=species:S:1:pos:R:3:lowdin_charge:R:1 method="wB97M-V/def2-TZVPD" total_charge=-1 multiplicity=1 largest_force_ev_per_a=0.5 e_tot_ha=-918.90652 de_lowest_kj_mol=156.02 gap_ev=7.90
Cl -0.172 0.185 0.350 -0.91
O 3.446 -3.296 1.223 -0.06
H 4.214 -2.733 1.321 0.02
H 2.715 -2.687 1.116 0.03
O -3.157 -3.380 -0.446 -0.07
H -3.781 -2.876 -0.967 0.02
H -2.668 -2.721 0.047 0.02
O 2.949 3.684 -1.683 -0.06
H 2.486 2.902 -1.381 0.03
H 3.870 3.503 -1.497 0.02
O -1.134 2.635 4.275 -0.07
H -1.404 3.262 3.605 0.03
H -1.034 1.808 3.804 0.03
O -5.022 1.390 -0.034 -0.06
H -4.104 1.125 0.013 0.03
H -5.021 2.160 -0.602 0.02
O 2.984 -1.624 -3.139 -0.06
H 2.491 -1.102 -2.506 0.03
H 2.342 -2.236 -3.498 0.03